DFT (wB97M-V/def2-TZVPD) results for C5H10O2 as an isolated structure at a distorted geometry.

Values from the calculation:
relative energy (zero: lowest compared OMol25 entry of this formula, charge and spin) = 492.5 kJ/mol
HOMO = -8.78 eV
2S+1 = 1
electronic energy = -346.83786 Eh
charge = 0

Each line ends with the natural charge from an NBO analysis.
Cartesian coordinates (Å):
C  0.3572  -1.0982  1.0472  0.04
C  -0.0364  0.3380  0.9122  0.03
C  -0.4161  -2.3457  1.3396  -0.64
C  -0.1949  0.8327  -2.0365  -0.67
C  0.3252  1.4818  -0.7351  0.16
O  0.8782  -0.1337  1.8309  -0.50
O  -0.2149  2.7080  -0.4187  -0.72
H  1.2487  -1.3833  0.4402  0.15
H  -1.0823  0.5802  1.3741  0.17
H  0.2657  -3.1212  1.8294  0.22
H  -0.8888  -2.6114  0.3600  0.23
H  -1.1691  -2.1600  2.0850  0.21
H  0.6450  0.4147  -2.6196  0.22
H  -0.6769  1.6363  -2.6485  0.23
H  -0.9255  -0.0613  -1.7684  0.23
H  1.4476  1.5635  -0.6652  0.16
H  0.4370  3.3599  -0.3266  0.48

***

DFT (wB97M-V/def2-TZVPD) results for one molecule with the formula C5H10O2.

Values from the calculation:
relative energy (zero: lowest compared OMol25 entry of this formula, charge and spin) = 203.7 kJ/mol
HOMO = -9.79 eV
2S+1 = 1
electronic energy = -346.94785 Eh
charge = 0
SMILES string = C[C@@H](O)[C@H]1CCO1

Each line ends with the natural charge from an NBO analysis.
Cartesian coordinates (Å):
C  -2.0422  -0.5144  0.5157  -0.63
C  -1.1163  0.1586  -0.4959  0.08
O  -1.0799  1.5664  -0.3115  -0.71
C  0.2688  -0.4830  -0.4201  0.09
C  1.5230  0.3601  -0.7148  -0.46
C  1.9713  -0.1053  0.6760  -0.06
O  0.6846  -0.6727  0.9486  -0.54
H  -3.0291  -0.0459  0.4956  0.22
H  -2.1537  -1.5867  0.3113  0.21
H  -1.6161  -0.4076  1.5172  0.22
H  -1.5037  0.0173  -1.5124  0.18
H  -0.4614  1.7585  0.4032  0.46
H  0.2520  -1.4444  -0.9558  0.18
H  2.1375  0.0572  -1.5643  0.22
H  1.3175  1.4319  -0.7788  0.22
H  2.2308  0.6636  1.4125  0.17
H  2.7555  -0.8720  0.6660  0.17

***

DFT (wB97M-V/def2-TZVPD) results for C5H10O2 as an isolated structure.

Values from the calculation:
relative energy (zero: lowest compared OMol25 entry of this formula, charge and spin) = 437.3 kJ/mol
HOMO = -9.03 eV
2S+1 = 1
electronic energy = -346.85889 Eh
charge = 0

Each line ends with the natural charge from an NBO analysis.
Cartesian coordinates (Å):
C  -2.2612  -0.5746  0.4058  -0.74
C  -1.5900  0.6530  -0.1495  0.45
O  -1.1361  1.5247  0.5553  -0.54
C  0.7819  -1.2128  -0.3841  0.11
C  1.7330  -0.3535  -0.7486  -0.34
C  1.9597  -0.1295  0.7225  -0.08
O  0.8823  -1.0888  0.9873  -0.51
H  -3.2855  -0.3094  0.6914  0.24
H  -2.3116  -1.3833  -0.3291  0.21
H  -1.7200  -0.9000  1.2978  0.26
H  -1.5522  0.7460  -1.2564  0.11
H  0.5295  2.3070  -0.5696  0.03
H  0.0611  -1.8916  -0.8275  0.20
H  2.1579  0.0202  -1.6667  0.23
H  1.1403  2.2530  -0.9939  -0.04
H  1.7095  0.8494  1.1383  0.21
H  2.9013  -0.5097  1.1268  0.20

***

DFT (wB97M-V/def2-TZVPD) results for a 2-piece molecular cluster, C5H10O2 overall.

Values from the calculation:
relative energy (zero: lowest compared OMol25 entry of this formula, charge and spin) = 434.9 kJ/mol
HOMO = -8.75 eV
2S+1 = 1
electronic energy = -346.85979 Eh
charge = 0

Each line ends with the natural charge from an NBO analysis.
Cartesian coordinates (Å):
C  2.0808  1.5515  1.1410  -0.86
C  0.7866  -0.2612  -1.4199  0.27
O  1.3994  -1.2501  -0.8411  -0.63
C  -0.4072  0.1326  -0.5756  -0.07
C  -1.7288  -0.4283  -1.1336  -0.44
C  -1.8172  -1.1675  0.2079  -0.06
O  -0.5522  -0.6335  0.6539  -0.56
H  3.0037  1.4747  1.7200  0.22
H  1.7243  2.5843  1.1646  0.21
H  1.3223  0.8917  1.5730  0.22
H  2.2836  1.2605  0.1061  0.22
H  0.9470  -1.4666  0.0203  0.48
H  -0.3879  1.2085  -0.3752  0.21
H  -2.5082  0.3100  -1.3267  0.22
H  -1.6012  -1.0654  -2.0121  0.22
H  -1.7999  -2.2616  0.1597  0.18
H  -2.6285  -0.8445  0.8676  0.18

***

DFT (wB97M-V/def2-TZVPD) results for a 3-piece molecular cluster, C5H10O2 overall.

Values from the calculation:
relative energy (zero: lowest compared OMol25 entry of this formula, charge and spin) = 455.8 kJ/mol
HOMO = -9.47 eV
2S+1 = 1
electronic energy = -346.85183 Eh
charge = 0
SMILES string = C=C1COC1.[H][H].C=O

Each line ends with the natural charge from an NBO analysis.
Cartesian coordinates (Å):
C  -0.0932  -1.5795  0.0174  -0.44
C  -0.8859  -0.5245  0.1202  0.00
C  -1.8601  0.2113  -0.7676  -0.10
O  -2.1620  1.1261  0.2991  -0.53
C  -1.2464  0.4695  1.1959  -0.10
H  0.5040  -1.9153  0.8619  0.21
H  -0.0235  -2.1517  -0.9048  0.21
H  -2.7387  -0.3663  -1.0841  0.19
H  -1.4280  0.7206  -1.6391  0.19
H  -0.4350  1.1339  1.5188  0.20
H  -1.7525  0.0523  2.0758  0.19
H  1.1100  1.9242  -0.2884  0.02
H  0.4973  2.0965  -0.6777  -0.02
C  2.6267  -0.3034  -0.1875  0.28
O  2.7048  0.5336  0.6768  -0.51
H  2.9769  -1.3421  -0.0292  0.11
H  2.2056  -0.0853  -1.1873  0.12

***

DFT (wB97M-V/def2-TZVPD) results for one molecule with the formula C5H10O2.

Values from the calculation:
relative energy (zero: lowest compared OMol25 entry of this formula, charge and spin) = 175.1 kJ/mol
HOMO = -9.97 eV
2S+1 = 1
electronic energy = -346.95875 Eh
charge = 0
SMILES string = C[C@@H]1[C@H](O)C[C@@H]1O

Each line ends with the natural charge from an NBO analysis.
Cartesian coordinates (Å):
C  -1.5550  -0.4233  -0.5236  -0.63
C  -0.6572  0.1431  0.5727  -0.26
C  0.2874  1.2713  0.0764  0.11
O  -0.1223  2.1032  -0.9742  -0.70
C  1.3980  0.2201  -0.1402  -0.47
C  0.6154  -0.6958  0.8288  0.10
O  0.4877  -2.0622  0.5155  -0.71
H  -2.1325  0.3796  -0.9958  0.21
H  -2.2683  -1.1426  -0.1136  0.23
H  -0.9874  -0.9505  -1.2971  0.21
H  -1.2591  0.3874  1.4556  0.21
H  0.5555  1.9400  0.8997  0.18
H  -0.4915  1.5356  -1.6667  0.46
H  2.4287  0.4974  0.1064  0.21
H  1.3653  -0.1923  -1.1559  0.21
H  0.9662  -0.5567  1.8627  0.16
H  1.3691  -2.4545  0.5493  0.47

***

Copy entry 1 word for word.
DFT (wB97M-V/def2-TZVPD) results for C5H10O2 as an isolated structure at a distorted geometry.

Values from the calculation:
relative energy (zero: lowest compared OMol25 entry of this formula, charge and spin) = 492.5 kJ/mol
HOMO = -8.78 eV
2S+1 = 1
electronic energy = -346.83786 Eh
charge = 0

Each line ends with the natural charge from an NBO analysis.
Cartesian coordinates (Å):
C  0.3572  -1.0982  1.0472  0.04
C  -0.0364  0.3380  0.9122  0.03
C  -0.4161  -2.3457  1.3396  -0.64
C  -0.1949  0.8327  -2.0365  -0.67
C  0.3252  1.4818  -0.7351  0.16
O  0.8782  -0.1337  1.8309  -0.50
O  -0.2149  2.7080  -0.4187  -0.72
H  1.2487  -1.3833  0.4402  0.15
H  -1.0823  0.5802  1.3741  0.17
H  0.2657  -3.1212  1.8294  0.22
H  -0.8888  -2.6114  0.3600  0.23
H  -1.1691  -2.1600  2.0850  0.21
H  0.6450  0.4147  -2.6196  0.22
H  -0.6769  1.6363  -2.6485  0.23
H  -0.9255  -0.0613  -1.7684  0.23
H  1.4476  1.5635  -0.6652  0.16
H  0.4370  3.3599  -0.3266  0.48